Entry 1:
Computed, not measured: a 2-piece molecular cluster, C4H15N2O overall in a non-equilibrium geometry, with ωB97M-V/def2-TZVPD.

Geometry as XYZ:
```
22
Properties=species:S:1:pos:R:3:forces:R:3:lowdin_charge:R:1
C 2.510 -0.286 1.799 -0.92 -0.03 -0.30 -0.08
C 1.896 -1.685 1.577 0.51 -0.16 0.59 -0.19
N 0.519 -1.559 0.965 -0.32 0.10 -1.10 0.14
H 3.311 -0.391 2.516 0.38 0.13 -0.08 0.08
H 2.838 0.193 0.861 0.11 -0.43 0.38 0.09
H 1.780 0.412 2.234 0.09 -0.30 0.08 0.08
H 2.548 -2.261 0.863 -0.89 0.33 0.83 0.14
H 1.776 -2.232 2.573 0.21 0.60 -1.55 0.15
H -0.162 -1.128 1.593 0.10 -0.44 0.37 0.16
H 0.144 -2.454 0.593 0.24 0.60 0.60 0.18
H 0.472 -0.883 0.135 0.45 -0.37 0.13 0.11
C -0.706 1.243 -1.226 -0.90 -1.34 1.79 -0.19
O 0.170 0.043 -1.214 -1.06 1.20 1.09 -0.10
C -2.116 0.757 -1.513 -0.46 1.01 -0.43 -0.28
N -3.042 1.853 -1.125 -0.64 0.14 -1.51 -0.02
H -0.783 1.717 -0.220 0.61 -0.57 -0.44 0.13
H -0.369 2.007 -1.881 0.54 0.36 -0.89 0.11
H 0.751 0.095 -1.948 0.90 0.02 -1.08 0.09
H -2.191 0.453 -2.578 -0.11 -0.12 0.57 0.12
H -2.359 -0.062 -0.839 0.19 -0.31 -0.21 0.11
H -4.011 1.566 -1.334 0.52 -0.24 0.57 0.08
H -2.976 2.603 -1.832 0.42 -0.17 0.56 0.08
```
Positions in Å, forces in eV/Å.

net charge = +1
orbital gap = 9.72 eV
HOMO level = -0.4734 Eh

=====

Entry 2:
Computed, not measured: a 9-piece molecular cluster, C64H66N5O34S2 overall, with ωB97M-V/def2-TZVPD.

Geometry as XYZ:
```
171
Properties=species:S:1:pos:R:3:forces:R:3:lowdin_charge:R:1
N -6.565 -5.407 -2.165 0.07 -0.06 -0.35 0.02
C -5.995 -4.928 -3.428 -0.05 0.29 0.49 -0.23
C -6.691 -3.614 -3.817 -0.17 -0.16 0.12 -0.32
O -7.624 -3.793 -4.884 0.17 0.17 -0.09 -0.03
C -5.783 -2.447 -4.215 -0.02 -0.23 0.28 -0.05
N -5.607 -2.391 -5.689 0.54 0.62 -0.12 -0.04
C -5.225 -0.999 -6.154 -0.09 -0.17 -0.11 -0.04
C -3.759 -0.736 -5.897 0.44 0.03 -0.49 -0.33
C -3.384 0.739 -6.045 -0.11 0.03 0.50 -0.14
C -2.847 1.295 -4.726 -0.22 -0.13 0.03 -0.26
C -2.688 2.809 -4.710 0.13 -0.28 0.17 -0.46
S -1.128 3.326 -5.471 -0.20 0.25 -0.22 0.90
C 0.020 2.774 -4.244 -0.44 -0.31 -0.03 -1.15
S 1.422 2.154 -4.776 0.30 -0.10 0.08 0.70
N -0.406 2.874 -2.932 0.76 0.63 0.02 -0.17
C -0.725 4.282 -2.530 -0.29 -0.51 0.04 -0.13
C -1.187 4.339 -1.089 0.23 0.11 -0.23 -0.20
O -0.222 3.783 -0.223 -0.24 -0.08 0.27 -0.11
C -0.084 2.416 -0.557 0.17 -0.07 -0.18 -0.20
C 0.500 2.279 -1.945 -0.09 -0.17 0.35 -0.19
N -2.989 -1.628 -6.774 -0.28 -0.57 0.46 0.01
C -3.189 -2.988 -6.259 0.05 0.32 -0.44 -0.15
C -4.649 -3.454 -6.211 0.05 -0.48 -0.19 -0.20
C -5.181 -4.005 -7.556 -0.17 0.08 0.32 -0.20
N -6.117 -5.115 -7.460 0.03 0.27 0.39 0.03
H -6.267 -6.360 -2.004 -0.11 -0.14 0.06 0.08
H -6.186 -4.869 -1.397 -0.04 0.06 0.14 0.08
H -4.919 -4.756 -3.334 0.17 -0.08 -0.21 0.11
H -6.190 -5.666 -4.199 0.09 -0.11 -0.13 0.12
H -7.231 -3.303 -2.924 -0.02 0.14 0.08 0.15
H -8.499 -3.917 -4.519 -0.34 -0.15 0.07 0.12
H -6.211 -1.510 -3.872 -0.16 0.13 -0.23 0.14
H -4.814 -2.541 -3.735 0.16 -0.02 -0.11 0.14
H -6.516 -2.580 -6.114 -0.22 -0.27 0.29 0.16
H -5.404 -0.979 -7.228 -0.04 0.07 -0.11 0.14
H -5.897 -0.275 -5.704 -0.12 -0.10 0.29 0.14
H -3.503 -1.066 -4.890 -0.01 0.16 0.21 0.14
H -2.625 0.845 -6.814 -0.04 0.07 -0.24 0.12
H -4.270 1.324 -6.296 -0.01 0.07 -0.35 0.12
H -1.901 0.807 -4.494 0.13 0.01 0.07 0.11
H -3.537 1.018 -3.922 -0.10 0.00 0.04 0.12
H -3.503 3.285 -5.250 0.00 0.16 -0.13 0.08
H -2.717 3.157 -3.684 -0.09 0.11 0.04 0.06
H -1.516 4.651 -3.170 0.00 0.23 -0.11 0.09
H 0.162 4.904 -2.653 0.14 0.02 -0.08 0.14
H -2.135 3.809 -0.984 -0.16 -0.02 0.07 0.11
H -1.331 5.381 -0.819 -0.05 0.07 0.13 0.13
H -1.058 1.917 -0.508 -0.15 -0.01 0.02 0.13
H 0.570 1.951 0.170 0.10 0.05 0.04 0.09
H 0.658 1.225 -2.158 -0.02 -0.06 -0.24 0.12
H 1.476 2.768 -1.957 0.12 0.07 -0.13 0.12
H -3.383 -1.591 -7.709 0.15 0.19 -0.19 0.13
H -2.664 -3.677 -6.912 -0.03 -0.25 0.05 0.11
H -2.698 -3.055 -5.291 -0.06 0.07 0.20 0.13
H -4.698 -4.277 -5.502 -0.12 -0.02 0.13 0.13
H -4.328 -4.335 -8.140 0.10 0.08 -0.20 0.12
H -5.680 -3.194 -8.088 0.09 0.04 -0.32 0.12
H -6.930 -4.845 -6.917 -0.16 -0.01 -0.12 0.05
H -5.693 -5.866 -6.929 0.08 -0.22 -0.18 0.08
C 0.725 -4.582 -9.231 0.06 -0.11 -0.08 0.08
C 0.149 -3.657 -8.458 -0.05 -0.06 -0.20 -0.23
C 0.894 -2.952 -7.354 0.32 -0.07 0.14 -0.31
O 0.268 -2.134 -6.704 -0.15 0.00 0.02 0.10
C 2.280 -3.300 -7.121 -0.08 0.11 0.07 0.08
C 2.866 -4.225 -7.896 0.01 0.12 0.13 -0.24
C 2.124 -4.922 -9.010 -0.34 0.04 -0.10 -0.31
O 2.736 -5.737 -9.667 0.14 -0.05 0.03 0.12
O 4.122 -4.605 -7.755 0.05 -0.02 0.00 0.13
O -1.124 -3.278 -8.588 -0.04 0.09 0.09 0.07
H 0.200 -5.093 -10.026 0.00 0.02 -0.01 0.14
H 2.801 -2.797 -6.319 0.03 0.00 -0.02 0.14
H 4.292 -5.276 -8.443 0.01 -0.04 -0.05 0.13
H -1.269 -2.573 -7.919 0.23 0.15 0.00 0.07
C 1.650 3.374 5.477 -0.01 -0.01 0.17 0.08
C 1.372 3.314 4.168 0.01 0.18 0.17 -0.24
C 1.510 2.037 3.386 0.14 -0.29 0.12 -0.32
O 1.216 2.070 2.203 0.00 0.11 -0.01 0.08
C 1.977 0.853 4.064 0.04 -0.06 -0.23 0.04
C 2.248 0.907 5.373 -0.02 -0.10 -0.09 -0.23
C 2.092 2.179 6.167 -0.14 0.35 -0.12 -0.30
O 2.338 2.120 7.357 0.04 -0.13 0.09 0.11
O 2.645 -0.135 6.080 0.00 -0.02 0.08 0.12
O 0.957 4.356 3.461 -0.01 -0.04 -0.08 0.12
H 1.554 4.285 6.050 -0.01 0.02 -0.02 0.14
H 2.072 -0.057 3.487 0.00 -0.02 0.03 0.14
H 2.760 0.183 6.999 0.05 -0.08 0.09 0.10
H 0.817 4.042 2.546 -0.01 -0.03 -0.05 0.11
C 0.441 -0.549 8.939 -0.13 0.15 -0.02 0.08
C 1.312 -1.566 8.991 0.01 0.24 -0.03 -0.23
C 0.869 -3.002 9.095 -0.20 -0.01 0.03 -0.31
O 1.756 -3.831 9.108 0.01 -0.25 0.01 0.11
C -0.551 -3.290 9.173 0.11 -0.13 -0.02 0.08
C -1.423 -2.274 9.125 0.03 -0.16 0.02 -0.24
C -0.980 -0.837 8.992 0.37 0.15 -0.02 -0.31
O -1.854 0.008 8.935 -0.17 -0.03 0.00 0.11
O -2.736 -2.431 9.185 -0.06 -0.02 -0.02 0.12
O 2.628 -1.413 8.946 0.03 0.06 -0.05 0.10
H 0.750 0.486 8.859 0.03 -0.01 0.00 0.13
H -0.858 -4.322 9.264 -0.03 0.01 0.00 0.14
H -3.118 -1.534 9.131 -0.01 0.09 0.00 0.12
H 3.018 -2.313 8.993 0.03 -0.06 0.04 0.10
C 6.136 4.277 0.435 0.05 -0.02 -0.17 0.08
C 5.647 4.373 1.681 0.09 0.07 -0.10 -0.23
C 4.889 3.242 2.334 -0.16 -0.39 -0.19 -0.30
O 4.485 3.427 3.468 -0.02 0.14 0.10 0.11
C 4.671 2.024 1.581 -0.05 0.05 0.20 0.08
C 5.154 1.929 0.334 -0.10 -0.18 0.05 -0.22
C 5.927 3.055 -0.307 -0.01 0.18 0.15 -0.28
O 6.324 2.852 -1.439 0.07 0.13 -0.12 0.09
O 5.002 0.862 -0.431 0.00 0.07 0.01 0.13
O 5.779 5.447 2.437 0.01 0.04 0.03 0.13
H 6.680 5.079 -0.043 0.01 0.02 0.03 0.14
H 4.115 1.227 2.053 0.01 -0.02 -0.02 0.13
H 5.450 1.043 -1.283 0.07 -0.06 -0.06 0.10
H 5.338 5.246 3.284 -0.04 -0.03 0.06 0.12
C 6.031 -1.537 12.855 0.00 0.04 0.15 0.08
C 5.872 -2.008 11.612 0.10 0.09 0.07 -0.23
C 4.836 -3.050 11.276 -0.28 -0.19 0.29 -0.31
O 4.751 -3.401 10.111 0.12 0.17 -0.21 0.09
C 4.004 -3.573 12.338 -0.02 -0.05 -0.18 0.08
C 4.164 -3.105 13.585 -0.10 -0.11 -0.07 -0.23
C 5.185 -2.045 13.919 0.26 0.19 -0.21 -0.31
O 5.240 -1.676 15.076 -0.09 -0.07 0.12 0.11
O 3.452 -3.518 14.618 -0.03 -0.01 0.03 0.12
O 6.597 -1.607 10.578 0.02 0.01 -0.03 0.12
H 6.769 -0.788 13.106 0.01 0.01 -0.03 0.14
H 3.274 -4.329 12.086 -0.01 0.00 0.02 0.14
H 3.772 -3.012 15.390 0.04 0.05 0.05 0.12
H 6.274 -2.111 9.808 -0.03 -0.04 -0.05 0.12
C 10.016 1.105 -4.392 0.11 -0.05 -0.09 0.07
C 8.872 1.235 -3.700 0.13 0.06 -0.02 -0.23
C 7.767 0.206 -3.788 0.04 -0.31 -0.16 -0.30
O 6.777 0.376 -3.098 -0.05 0.08 0.07 0.10
C 7.945 -0.929 -4.673 -0.15 0.06 0.09 0.07
C 9.084 -1.048 -5.368 -0.14 -0.10 0.01 -0.24
C 10.200 -0.039 -5.259 0.05 0.32 0.20 -0.32
O 11.200 -0.251 -5.920 0.01 -0.12 -0.10 0.11
O 9.337 -2.047 -6.196 0.00 -0.04 -0.02 0.12
O 8.625 2.247 -2.890 -0.10 -0.15 -0.12 0.12
H 10.815 1.830 -4.332 -0.01 0.02 0.03 0.14
H 7.144 -1.652 -4.739 0.01 -0.02 -0.01 0.13
H 10.232 -1.881 -6.553 0.08 0.03 -0.01 0.12
H 7.711 2.136 -2.555 0.00 0.19 0.17 0.07
C -2.115 -2.985 2.980 -0.16 -0.07 -0.14 0.07
C -1.321 -2.266 3.788 0.01 -0.16 -0.02 -0.23
C -1.572 -0.804 4.061 -0.21 0.27 -0.16 -0.30
O -0.797 -0.238 4.806 0.09 -0.07 0.15 0.11
C -2.698 -0.157 3.414 0.08 0.08 0.07 0.08
C -3.487 -0.877 2.608 0.03 0.14 0.10 -0.24
C -3.247 -2.342 2.345 0.34 -0.20 0.16 -0.32
O -4.028 -2.903 1.594 -0.14 0.04 -0.15 0.08
O -4.539 -0.380 1.971 -0.05 0.06 -0.05 0.11
O -0.263 -2.762 4.403 0.01 0.01 0.01 0.13
H -1.944 -4.032 2.776 0.02 -0.01 0.03 0.14
H -2.862 0.893 3.607 -0.02 0.00 0.00 0.14
H -4.928 -1.129 1.482 -0.02 -0.09 -0.01 0.11
H 0.127 -2.032 4.924 0.03 0.05 0.03 0.12
C -5.799 7.308 1.874 -0.07 0.11 0.06 0.08
C -5.184 6.304 1.235 -0.06 0.06 0.14 -0.24
C -4.626 6.461 -0.156 -0.01 0.30 -0.22 -0.31
O -4.071 5.489 -0.645 -0.05 -0.13 0.05 0.08
C -4.776 7.733 -0.826 0.08 -0.16 -0.07 0.07
C -5.393 8.741 -0.190 0.08 -0.03 -0.15 -0.23
C -5.936 8.592 1.210 -0.01 -0.28 0.23 -0.31
O -6.466 9.567 1.704 -0.03 0.14 -0.07 0.12
O -5.576 9.934 -0.721 -0.01 0.05 -0.01 0.13
O -5.010 5.100 1.760 0.00 -0.06 0.04 0.12
H -6.200 7.206 2.872 0.02 -0.02 0.01 0.14
H -4.382 7.832 -1.828 0.00 0.04 0.00 0.13
H -6.039 10.468 -0.046 -0.03 0.03 0.06 0.13
H -4.529 4.579 1.091 0.05 -0.02 -0.07 0.11
```
Positions in Å, forces in eV/Å.

net charge = +1
orbital gap = 6.80 eV
HOMO level = -0.3682 Eh